(1)
C43H32O3P2PtS4Sb as an isolated structure. Source: the Open Molecules 2025 dataset; level of theory: ωB97M-V with the def2-TZVPD basis set.

Structure (ORCA input):
```
! RIJCOSX wB97M-V def2-TZVPD def2/J DEFGRID3
* xyz 0 2
Pt -0.25 -0.24 0.19
S 3.78 -0.44 3.58
Sb 2.05 0.80 2.95
S 0.17 -0.67 2.64
S 1.93 0.69 0.06
O 1.00 0.03 -3.61
C 0.27 0.62 -2.83
O -0.66 0.16 -2.09
C 0.43 2.14 -2.72
C 0.51 2.88 -3.89
C 0.62 4.26 -3.86
C 0.69 4.93 -2.65
C 0.64 4.21 -1.47
C 0.50 2.82 -1.51
S 0.49 2.09 0.12
H 0.50 2.35 -4.83
H 0.67 4.82 -4.79
H 0.80 6.01 -2.62
H 0.72 4.71 -0.51
O -2.55 -2.58 0.63
C -3.74 -2.30 0.01
C -4.66 -3.24 -0.44
C -5.87 -2.79 -0.95
C -6.16 -1.43 -1.01
C -5.20 -0.51 -0.62
C -3.96 -0.94 -0.14
P -2.65 0.23 0.32
C -2.92 1.63 -0.82
C -2.66 2.94 -0.41
C -2.76 3.99 -1.31
C -3.10 3.74 -2.64
C -3.33 2.44 -3.05
C -3.24 1.39 -2.15
C -3.28 0.71 1.96
C -4.06 1.84 2.22
C -4.56 2.06 3.49
C -4.31 1.15 4.51
C -3.55 0.01 4.25
C -3.04 -0.20 2.98
C -1.99 -3.83 0.73
C -2.66 -4.92 1.28
C -2.03 -6.15 1.29
C -0.76 -6.29 0.76
C -0.08 -5.19 0.27
C -0.68 -3.93 0.28
P 0.26 -2.48 -0.31
C 1.93 -2.80 0.32
C 2.16 -3.47 1.51
C 3.45 -3.63 1.98
C 4.53 -3.11 1.28
C 4.31 -2.39 0.11
C 3.01 -2.23 -0.36
C 0.25 -2.84 -2.10
C 1.32 -3.36 -2.82
C 1.17 -3.66 -4.16
C -0.05 -3.46 -4.79
C -1.13 -2.98 -4.06
C -0.98 -2.67 -2.73
H -4.44 -4.29 -0.40
H -6.59 -3.51 -1.30
H -7.11 -1.09 -1.38
H -5.40 0.55 -0.71
H -2.35 3.15 0.60
H -2.55 5.00 -0.98
H -3.16 4.56 -3.34
H -3.57 2.23 -4.09
H -3.40 0.38 -2.50
H -4.30 2.54 1.43
H -5.16 2.93 3.68
H -4.70 1.33 5.50
H -3.35 -0.70 5.04
H -2.44 -1.08 2.79
H -3.64 -4.79 1.71
H -2.54 -7.01 1.71
H -0.28 -7.27 0.74
H 0.92 -5.30 -0.11
H 1.33 -3.86 2.09
H 3.62 -4.15 2.92
H 5.53 -3.22 1.67
H 5.13 -1.95 -0.42
H 2.85 -1.65 -1.26
H 2.28 -3.54 -2.34
H 2.01 -4.04 -4.72
H -0.16 -3.69 -5.84
H -2.09 -2.83 -4.54
H -1.82 -2.27 -2.17
*
```

Output
Gap between HOMO and LUMO (alpha / beta) in eV: 5.324 / 6.074
Relative energy (zero: lowest compared OMol25 entry of this formula, charge and spin) in eV: 0.000
HOMO energy (alpha / beta) in eV: -6.59 / -7.18
Molar mass in u: 1103.78

Atom charges from the Mulliken analysis, given in e for atoms 1 to 4:
1 Pt 1.75
2 S -0.55
3 Sb 0.46
4 S -0.29

***

(2)
C5H13O2Tl as an isolated structure. Source: the Open Molecules 2025 dataset; level of theory: ωB97M-V with the def2-TZVPD basis set.

Structure (ORCA input):
```
! RIJCOSX wB97M-V def2-TZVPD def2/J DEFGRID3
* xyz 0 1
C 1.76 -2.43 -0.53
O 1.13 -1.33 0.00
C 0.00 -0.17 -1.80
H 2.24 -3.08 0.24
H 1.04 -3.08 -1.09
H 2.57 -2.16 -1.24
H 0.93 0.40 -1.63
H -0.25 -1.17 -2.21
C -0.55 1.66 2.48
O -1.03 0.83 1.44
C -0.74 1.34 0.14
C -1.14 0.34 -0.93
H -0.44 1.03 3.38
H 0.44 2.09 2.22
H -1.25 2.47 2.69
H 0.34 1.55 0.09
H -1.29 2.28 0.00
H -1.88 0.84 -1.56
H -1.64 -0.52 -0.45
Tl -0.11 -1.23 1.72
H -0.13 0.34 -2.96
*
```

Output
Gap between HOMO and LUMO in eV: 8.066
Relative energy (zero: lowest compared OMol25 entry of this formula, charge and spin) in eV: 0.000
HOMO energy in eV: -7.69
Molar mass in u: 309.54

Atom charges from the Mulliken analysis, given in e for atoms 1 to 4:
1 C -0.73
2 O -0.48
3 C -1.17
4 H 0.24

***

(3)
A 3-piece molecular cluster, C2H4INO overall. Source: the Open Molecules 2025 dataset; level of theory: ωB97M-V with the def2-TZVPD basis set.

Structure (ORCA input):
```
! RIJCOSX wB97M-V def2-TZVPD def2/J DEFGRID3
* xyz 0 3
C 0.01 -1.70 -0.10
C 1.32 1.99 -0.18
N -0.35 -2.77 0.15
O 0.50 1.41 0.43
I -2.90 0.37 -0.02
H 1.40 2.02 -1.35
H 2.33 2.24 0.37
H -0.79 -3.69 0.05
H -1.53 0.13 0.66
*
```

Output
Gap between HOMO and LUMO (alpha / beta) in eV: 7.223 / 7.355
Relative energy (zero: lowest compared OMol25 entry of this formula, charge and spin) in eV: 1.848
HOMO energy (alpha / beta) in eV: -6.38 / -9.65
Molar mass in u: 184.96

Atom charges from the Mulliken analysis, given in e for atoms 1 to 4:
1 C -0.16
2 C -0.41
3 N -0.14
4 O -0.11

***

In the order shown, the computed calculated total energy values come out to -4518.6233 -521.1379 -506.0637 a.u..